{
  "formula": "C4H17NO3",
  "method": "ωB97M-V/def2-TZVPD",
  "e_homo_ha": -0.320,
  "energy_ev": -12054.26729,
  "e_above_lowest_ev": 2.479,
  "lumo_energy_ha": 0.00968,
  "max_force_ev_per_a": 3.84,
  "smiles": "CCN(C)C.O.O.O",
  "molar_mass_g_mol": 127.18,
  "symbols": ["C", "C", "N", "C", "C", "H", "H", "H", "H", "H", "H", "H", "H", "H", "H", "H", "O", "H", "H", "O", "H", "H", "O", "H", "H"],
  "coordinates": [[-1.437, 1.860, -2.166], [-1.677, 0.598, -1.312], [-0.464, 0.152, -0.579], [-0.690, -0.989, 0.378], [0.637, -0.276, -1.534], [-1.077, 2.790, -1.621], [-0.784, 1.680, -2.948], [-2.268, 2.027, -2.751], [-2.070, -0.161, -1.972], [-2.559, 0.954, -0.436], [-0.209, -1.924, 0.048], [-1.756, -1.250, 0.446], [-0.315, -0.728, 1.399], [0.148, -0.846, -2.286], [1.162, 0.744, -1.741], [1.340, -0.964, -1.072], [1.695, -3.421, -0.060], [1.182, -4.230, -0.357], [1.384, -3.335, 0.878], [0.903, 0.588, 4.659], [1.022, 1.195, 3.881], [1.430, -0.195, 4.471], [1.663, 2.298, 1.583], [1.916, 1.397, 1.862], [0.823, 2.037, 1.226]],
  "forces_ev_per_a": [[1.013, 0.244, 2.591], [-1.008, 2.184, 2.996], [0.388, -1.335, 0.400], [-0.488, 0.480, -0.132], [-0.160, 3.036, 1.701], [-0.677, -1.282, -0.475], [2.146, -0.607, -1.258], [-2.528, 0.879, -0.652], [-0.420, -0.593, -0.089], [2.505, -1.440, -2.524], [0.030, 0.481, 0.011], [0.127, 0.352, 0.174], [-0.292, -0.201, -0.717], [0.010, -0.047, -1.578], [-0.705, -2.245, -0.684], [0.042, 0.270, 0.380], [-1.467, -1.484, 0.856], [0.998, 1.393, 0.341], [0.550, -0.001, -1.186], [0.078, 0.808, -1.088], [-0.110, -0.811, 1.141], [0.027, 0.094, -0.054], [0.471, -1.227, 0.760], [0.659, 0.660, -0.063], [-1.187, 0.393, -0.849]],
  "nbo_charge": [-0.624, -0.195, -0.483, -0.432, -0.440, 0.212, 0.204, 0.212, 0.166, 0.186, 0.194, 0.196, 0.188, 0.177, 0.215, 0.218, -0.937, 0.473, 0.470, -0.942, 0.476, 0.465, -0.925, 0.452, 0.475]
}


{
  "formula": "C4H17NO4",
  "method": "ωB97M-V/def2-TZVPD",
  "e_homo_ha": -0.345,
  "energy_ev": -14103.42689,
  "e_above_lowest_ev": 0.364,
  "lumo_energy_ha": 0.00898,
  "max_force_ev_per_a": 1.20,
  "smiles": "COC[C@H](C)N.O.O.O",
  "molar_mass_g_mol": 143.18,
  "symbols": ["C", "O", "C", "C", "C", "N", "H", "H", "H", "H", "H", "H", "H", "H", "H", "H", "H", "O", "H", "H", "O", "H", "H", "O", "H", "H"],
  "coordinates": [[2.357, -3.533, -2.139], [1.249, -2.674, -2.126], [1.149, -1.839, -0.991], [-0.205, -1.189, -0.961], [-0.258, -0.139, 0.136], [-1.335, -2.102, -0.813], [2.233, -4.206, -2.986], [2.401, -4.096, -1.197], [3.307, -3.001, -2.275], [1.368, -2.485, -0.124], [1.920, -1.053, -0.969], [-0.369, -0.676, -1.913], [-0.089, -0.635, 1.102], [-1.260, 0.278, 0.260], [0.421, 0.708, 0.064], [-1.296, -2.601, 0.070], [-1.304, -2.807, -1.541], [-1.163, 1.627, 3.182], [-1.652, 0.797, 3.233], [-0.557, 1.605, 3.932], [-0.417, 6.179, 0.372], [-1.183, 6.621, 0.750], [-0.421, 5.296, 0.778], [-1.364, 3.538, 1.208], [-2.321, 3.604, 1.130], [-1.210, 2.783, 1.820]],
  "forces_ev_per_a": [[0.112, 0.062, 0.151], [-0.346, 0.385, -0.430], [0.881, -0.512, 0.014], [-0.573, 0.517, -0.016], [-0.537, -0.184, 1.061], [-0.030, -0.177, 0.019], [-0.035, -0.084, 0.101], [0.100, -0.128, -0.128], [-0.063, 0.098, 0.091], [-0.429, 0.264, 0.304], [0.088, -0.079, -0.311], [0.218, -0.096, -0.101], [0.297, 0.063, -0.021], [-0.044, -0.027, -0.441], [0.221, -0.196, -0.280], [0.095, 0.076, 0.021], [0.036, 0.034, -0.022], [0.000, -0.393, 0.340], [0.043, 0.102, -0.094], [-0.021, 0.103, -0.117], [0.098, -0.098, 0.126], [0.043, -0.033, 0.005], [-0.195, 0.130, -0.166], [0.120, -0.461, 0.275], [0.064, 0.014, -0.029], [-0.145, 0.622, -0.351]],
  "nbo_charge": [-0.242, -0.547, -0.067, -0.084, -0.613, -0.829, 0.194, 0.160, 0.165, 0.154, 0.167, 0.199, 0.185, 0.223, 0.224, 0.343, 0.367, -0.953, 0.486, 0.488, -0.960, 0.459, 0.495, -0.985, 0.470, 0.502]
}


{
  "formula": "C4H17NO4",
  "method": "ωB97M-V/def2-TZVPD",
  "e_homo_ha": -0.330,
  "energy_ev": -14102.56354,
  "e_above_lowest_ev": 1.227,
  "lumo_energy_ha": 0.01649,
  "max_force_ev_per_a": 2.72,
  "smiles": "COC[C@H](C)N.O.O.O",
  "molar_mass_g_mol": 143.18,
  "symbols": ["C", "O", "C", "C", "C", "N", "H", "H", "H", "H", "H", "H", "H", "H", "H", "H", "H", "O", "H", "H", "O", "H", "H", "O", "H", "H"],
  "coordinates": [[5.536, 27.520, 19.508], [4.452, 26.609, 19.315], [4.658, 25.664, 18.233], [4.889, 24.147, 18.734], [3.825, 23.781, 19.731], [6.273, 24.119, 19.349], [6.462, 27.063, 19.858], [5.329, 28.188, 20.344], [5.855, 27.988, 18.576], [3.703, 25.716, 17.711], [5.499, 25.884, 17.575], [4.775, 23.450, 17.903], [3.597, 22.717, 19.798], [2.817, 24.021, 19.392], [4.061, 24.220, 20.700], [6.282, 24.694, 20.179], [6.946, 24.587, 18.759], [3.320, 18.054, 24.386], [2.972, 17.295, 23.919], [2.865, 18.803, 24.000], [0.637, 23.957, 23.386], [-0.113, 24.161, 23.944], [1.030, 24.808, 23.192], [1.095, 20.474, 23.020], [0.339, 20.468, 22.433], [1.233, 21.400, 23.223]],
  "forces_ev_per_a": [[0.457, -0.727, 0.282], [1.353, -0.231, -0.374], [-1.020, -1.419, 0.806], [0.847, 2.556, 0.376], [-0.698, -0.658, 0.257], [-1.017, -0.733, -0.346], [0.106, -0.782, 0.029], [-0.616, 0.351, -0.530], [-0.516, 0.554, -0.030], [0.135, -0.126, -0.478], [-0.035, 0.538, 0.033], [0.607, 0.245, -0.306], [1.133, -0.402, 0.462], [0.067, 1.180, -0.061], [-0.422, -0.125, 0.038], [-0.379, -0.057, 0.340], [-0.007, -0.164, -0.485], [0.236, -0.088, 0.206], [-0.071, -0.168, -0.092], [-0.251, 0.323, -0.152], [0.052, -0.310, -0.072], [-0.210, -0.001, 0.165], [0.179, 0.185, -0.108], [0.176, -0.331, 0.099], [-0.157, -0.032, -0.139], [0.052, 0.424, 0.079]],
  "nbo_charge": [-0.252, -0.554, -0.074, -0.066, -0.627, -0.831, 0.155, 0.197, 0.171, 0.179, 0.166, 0.194, 0.220, 0.214, 0.213, 0.349, 0.347, -0.946, 0.464, 0.481, -0.948, 0.473, 0.476, -0.956, 0.471, 0.486]
}


{
  "formula": "C4H17NO4",
  "method": "ωB97M-V/def2-TZVPD",
  "e_homo_ha": -0.320,
  "energy_ev": -14103.01292,
  "e_above_lowest_ev": 0.778,
  "lumo_energy_ha": 0.01897,
  "max_force_ev_per_a": 3.46,
  "smiles": "COC[C@H](C)N.O.O.O",
  "molar_mass_g_mol": 143.18,
  "symbols": ["C", "O", "C", "C", "C", "N", "H", "H", "H", "H", "H", "H", "H", "H", "H", "H", "H", "O", "H", "H", "O", "H", "H", "O", "H", "H"],
  "coordinates": [[2.020, 1.071, 1.418], [1.525, -0.268, 1.349], [1.018, -0.572, 0.027], [-0.088, -1.675, 0.288], [-1.284, -1.288, 1.166], [0.608, -2.810, 1.006], [2.906, 1.155, 0.727], [2.369, 1.313, 2.400], [1.293, 1.864, 1.104], [0.442, 0.326, -0.254], [1.768, -0.990, -0.643], [-0.468, -2.043, -0.690], [-1.008, -0.695, 2.034], [-1.761, -2.195, 1.546], [-2.078, -0.756, 0.583], [0.047, -3.504, 1.475], [1.289, -2.485, 1.640], [-0.152, 1.369, -3.026], [0.137, 1.797, -2.205], [0.549, 0.789, -3.289], [-0.372, 2.527, -0.445], [-1.302, 2.193, -0.505], [-0.351, 3.473, -0.724], [-2.411, 0.813, -1.408], [-2.050, 0.762, -2.303], [-2.647, -0.171, -1.270]],
  "forces_ev_per_a": [[0.567, 0.228, -1.711], [0.210, 0.668, -0.532], [-2.562, -0.469, 2.280], [0.885, -1.338, 1.066], [-0.861, 0.642, -0.919], [-0.184, 0.056, -1.910], [-0.629, 0.078, 0.521], [0.052, -0.284, 0.714], [0.251, -0.922, 0.212], [0.682, -0.364, -0.806], [0.137, 0.436, -0.087], [0.363, 0.164, 0.463], [0.174, 0.155, -0.043], [0.100, 0.021, -0.139], [0.665, -0.144, 0.597], [-0.445, 0.295, -0.222], [0.709, 0.620, 0.697], [-0.510, 0.430, -0.057], [-0.138, -0.118, 0.157], [0.592, -0.440, -0.217], [-0.452, 0.913, -0.387], [0.806, 0.346, -0.142], [-0.369, -1.125, 0.429], [-0.898, -2.778, 0.130], [0.432, 0.475, -0.129], [0.425, 2.453, 0.035]],
  "nbo_charge": [-0.258, -0.568, -0.093, -0.048, -0.619, -0.869, 0.156, 0.189, 0.194, 0.203, 0.189, 0.176, 0.223, 0.205, 0.184, 0.357, 0.370, -0.978, 0.498, 0.472, -0.989, 0.519, 0.483, -0.972, 0.500, 0.477]
}